No. 1
Formula: C61H139N9O9
Source: OMol25
Level of theory: wB97M-V/def2-TZVPD

LUMO = 0.47 eV

CARTESIAN COORDINATES (ANGSTROEM)
C (-6.70, -5.95, -0.28)
C (-6.13, -4.61, -0.87)
C (-7.18, -4.10, -1.95)
C (-6.21, -3.64, 0.36)
C (-5.45, -2.28, 0.19)
C (-4.02, -2.59, -0.31)
C (-3.87, -3.55, -1.53)
C (-4.19, -2.73, -2.83)
C (-2.43, -4.07, -1.57)
N (-4.75, -4.73, -1.33)
O (-4.64, -5.69, -2.39)
H (-6.82, -6.72, -1.05)
H (-5.99, -6.48, 0.35)
H (-7.64, -5.85, 0.26)
H (-7.08, -4.65, -2.88)
H (-8.18, -4.14, -1.52)
H (-7.08, -3.06, -2.26)
H (-7.25, -3.42, 0.61)
H (-6.00, -4.16, 1.29)
H (-5.92, -1.73, -0.62)
H (-5.53, -1.70, 1.11)
H (-3.52, -3.01, 0.57)
H (-3.65, -1.60, -0.57)
H (-5.23, -2.42, -2.85)
H (-4.07, -3.39, -3.69)
H (-3.53, -1.87, -2.96)
H (-2.31, -4.85, -0.81)
H (-1.69, -3.31, -1.33)
H (-2.19, -4.55, -2.52)
H (-4.37, -6.49, -1.93)
C (3.60, -7.80, -1.64)
C (3.53, -6.36, -0.99)
C (4.91, -5.63, -1.30)
C (2.37, -5.54, -1.71)
C (1.01, -5.88, -1.27)
C (0.95, -5.73, 0.27)
C (2.01, -6.64, 1.02)
C (2.00, -6.20, 2.47)
C (1.53, -8.14, 0.97)
N (3.34, -6.47, 0.46)
O (4.29, -7.13, 1.14)
H (4.46, -8.42, -1.35)
H (2.93, -8.49, -1.12)
H (3.41, -7.80, -2.71)
H (4.79, -4.57, -1.07)
H (5.69, -6.03, -0.65)
H (5.18, -5.79, -2.34)
H (2.66, -4.49, -1.61)
H (2.43, -5.78, -2.78)
H (0.29, -5.30, -1.84)
H (0.72, -6.87, -1.61)
H (-0.03, -5.91, 0.72)
H (1.00, -4.69, 0.58)
H (0.99, -6.23, 2.87)
H (2.29, -5.15, 2.51)
H (2.67, -6.84, 3.04)
H (0.76, -8.36, 1.71)
H (2.35, -8.82, 1.20)
H (1.22, -8.45, -0.03)
H (4.36, -8.01, 0.77)
C (1.87, 3.60, 3.17)
C (3.32, 3.29, 3.21)
C (3.64, 2.09, 2.26)
C (4.07, 4.50, 2.60)
C (4.23, 5.71, 3.51)
C (4.93, 5.24, 4.84)
C (4.30, 4.06, 5.59)
C (5.39, 3.64, 6.55)
C (3.12, 4.57, 6.41)
N (3.89, 3.07, 4.57)
O (3.59, 1.82, 5.14)
H (1.53, 4.61, 3.43)
H (1.36, 3.30, 2.26)
H (1.36, 2.97, 3.90)
H (4.70, 1.91, 2.08)
H (3.36, 1.14, 2.70)
H (3.12, 2.17, 1.30)
H (5.06, 4.31, 2.18)
H (3.52, 4.81, 1.71)
H (4.87, 6.44, 3.00)
H (3.30, 6.23, 3.73)
H (5.07, 6.15, 5.42)
H (5.99, 5.01, 4.70)
H (5.62, 4.49, 7.19)
H (6.30, 3.41, 5.99)
H (5.13, 2.80, 7.19)
H (2.23, 4.73, 5.80)
H (3.41, 5.47, 6.94)
H (2.79, 3.81, 7.13)
H (2.74, 1.92, 5.58)
C (-0.59, 1.87, -8.61)
C (-1.31, 1.68, -7.31)
C (-2.60, 2.50, -7.32)
C (-1.62, 0.12, -7.25)
C (-2.12, -0.22, -5.85)
C (-1.22, 0.22, -4.72)
C (-0.77, 1.76, -4.79)
C (-1.90, 2.60, -4.27)
C (0.57, 1.93, -3.92)
N (-0.40, 2.08, -6.22)
O (0.22, 3.25, -6.30)
H (-0.29, 2.91, -8.77)
H (0.34, 1.31, -8.65)
H (-1.20, 1.37, -9.36)
H (-3.27, 2.16, -6.53)
H (-2.51, 3.59, -7.29)
H (-3.29, 2.34, -8.14)
H (-2.41, -0.01, -7.98)
H (-0.83, -0.55, -7.58)
H (-3.07, 0.27, -5.66)
H (-2.31, -1.30, -5.85)
H (-0.34, -0.41, -4.80)
H (-1.78, 0.12, -3.79)
H (-1.91, 3.57, -4.78)
H (-1.86, 2.63, -3.18)
H (-2.92, 2.27, -4.45)
H (0.62, 2.93, -3.47)
H (1.42, 1.64, -4.54)
H (0.58, 1.42, -2.96)
H (1.14, 2.99, -6.18)
C (0.76, 6.44, 1.11)
C (0.61, 6.26, -0.39)
C (1.99, 6.80, -1.01)
C (0.50, 4.70, -0.65)
C (-0.96, 4.14, -0.49)
C (-1.94, 5.05, -1.36)
C (-1.90, 6.58, -1.03)
C (-2.70, 7.32, -2.13)
C (-2.68, 6.84, 0.29)
N (-0.50, 7.02, -1.01)
O (-0.25, 8.44, -0.79)
H (-0.07, 6.10, 1.74)
H (1.57, 5.88, 1.58)
H (0.96, 7.50, 1.28)
H (2.12, 7.84, -0.71)
H (2.88, 6.22, -0.78)
H (1.84, 6.70, -2.09)
H (0.93, 4.44, -1.62)
H (1.03, 4.13, 0.11)
H (-1.03, 3.13, -0.92)
H (-1.41, 4.00, 0.49)
H (-2.95, 4.65, -1.38)
H (-1.75, 5.01, -2.43)
H (-2.25, 7.21, -3.12)
H (-2.69, 8.39, -1.94)
H (-3.75, 7.04, -2.10)
H (-2.44, 6.21, 1.15)
H (-3.75, 6.75, 0.08)
H (-2.47, 7.89, 0.50)
H (-0.20, 8.46, 0.17)
C (-4.64, 1.30, -0.84)
O (-4.98, 1.10, 0.54)
C (-4.07, 1.54, 1.46)
C (-4.20, 0.95, 2.90)
C (-5.54, 1.27, 3.57)
N (-3.14, 1.43, 3.72)
H (-3.84, 0.66, -1.19)
H (-4.34, 2.32, -1.08)
H (-5.53, 1.19, -1.47)
H (-3.08, 1.28, 1.09)
H (-4.12, 2.63, 1.40)
H (-4.06, -0.13, 2.84)
H (-6.38, 1.03, 2.91)
H (-5.56, 2.36, 3.63)
H (-5.74, 0.76, 4.51)
H (-3.53, 1.40, 4.65)
H (-2.95, 2.41, 3.57)
C (-0.34, -3.16, 2.38)
O (0.28, -3.17, 3.61)
C (-0.44, -3.42, 4.77)
C (0.44, -3.52, 6.03)
C (-0.36, -3.58, 7.39)
N (1.39, -2.37, 6.06)
H (-0.66, -4.18, 2.14)
H (0.27, -2.69, 1.62)
H (-1.22, -2.52, 2.51)
H (-1.20, -2.64, 4.81)
H (-1.06, -4.32, 4.66)
H (1.03, -4.42, 5.91)
H (0.33, -3.38, 8.21)
H (-0.92, -4.50, 7.53)
H (-1.09, -2.78, 7.31)
H (2.26, -2.82, 6.29)
H (1.52, -2.19, 5.07)
C (-0.43, 0.90, 1.92)
O (0.31, 1.26, 0.76)
C (0.93, 0.22, 0.06)
C (-0.07, -0.63, -0.66)
C (0.52, -1.53, -1.75)
N (-1.11, 0.19, -1.25)
H (-1.16, 0.11, 1.76)
H (-1.01, 1.80, 2.12)
H (0.11, 0.93, 2.86)
H (1.57, 0.78, -0.64)
H (1.52, -0.37, 0.76)
H (-0.56, -1.34, 0.01)
H (-0.19, -2.03, -2.39)
H (1.17, -2.33, -1.38)
H (1.23, -0.94, -2.34)
H (-1.24, 0.92, -0.56)
H (-0.61, 0.68, -1.98)
C (4.23, -1.67, 0.88)
O (4.79, -0.68, 0.14)
C (5.76, -1.02, -0.89)
C (6.11, 0.21, -1.64)
C (6.50, 1.30, -0.64)
N (5.01, 0.64, -2.33)
H (3.81, -1.15, 1.74)
H (5.10, -2.20, 1.28)
H (3.43, -2.34, 0.55)
H (6.66, -1.45, -0.44)
H (5.30, -1.85, -1.42)
H (6.89, -0.01, -2.38)
H (5.65, 1.61, -0.03)
H (6.84, 2.23, -1.09)
H (7.35, 1.12, 0.03)
H (4.26, 0.56, -1.65)
H (5.03, 1.64, -2.46)

No. 2
Formula: C61H169CsF3N13O20
Source: OMol25
Level of theory: wB97M-V/def2-TZVPD

LUMO = -0.84 eV

CARTESIAN COORDINATES (ANGSTROEM)
Cs (-5.22, -2.28, -1.18)
C (-1.36, -1.27, 1.09)
O (-1.32, -0.37, -0.05)
O (-2.71, -1.66, 1.19)
C (-0.28, -2.44, 0.81)
F (0.96, -2.07, 0.86)
F (-0.29, -3.32, 1.78)
F (-0.41, -3.11, -0.35)
C (-0.29, 0.65, -0.07)
C (-0.42, 1.34, -1.43)
H (-1.46, 1.47, -1.73)
H (0.05, 2.32, -1.45)
H (-0.02, 0.71, -2.23)
H (0.73, 0.29, 0.09)
H (-0.52, 1.38, 0.70)
H (-1.02, -0.72, 1.97)
C (-1.24, -6.06, -2.77)
O (-0.64, -6.90, -3.75)
H (-2.05, -5.55, -3.28)
H (-1.55, -6.55, -1.85)
H (-0.52, -5.26, -2.60)
H (-0.37, -7.75, -3.40)
C (2.03, 0.97, -5.26)
O (1.42, 2.24, -5.47)
H (1.63, 0.31, -6.03)
H (3.11, 1.06, -5.34)
H (1.67, 0.72, -4.26)
H (1.98, 2.89, -5.04)
C (-4.95, -0.88, 3.48)
O (-3.81, -1.69, 3.73)
H (-4.60, 0.13, 3.27)
H (-5.52, -1.28, 2.65)
H (-5.57, -0.84, 4.38)
H (-3.31, -1.81, 2.92)
C (-1.47, 3.96, -4.21)
O (-2.65, 4.69, -4.25)
H (-1.65, 3.09, -4.85)
H (-0.68, 4.55, -4.68)
H (-1.21, 3.69, -3.19)
H (-3.31, 4.13, -3.84)
C (-4.45, 1.54, 0.68)
O (-3.75, 1.03, -0.46)
H (-3.69, 1.79, 1.41)
H (-4.99, 2.45, 0.42)
H (-5.14, 0.77, 1.03)
H (-3.15, 0.32, -0.24)
C (2.19, -0.91, 4.51)
C (3.04, 0.24, 3.95)
C (4.15, -0.20, 2.99)
O (4.93, -1.16, 3.67)
C (6.05, -1.74, 2.91)
N (2.16, 1.14, 3.28)
H (2.87, -1.70, 4.82)
H (1.51, -1.35, 3.78)
H (1.59, -0.72, 5.41)
H (3.48, 0.80, 4.79)
H (4.81, 0.60, 2.67)
H (3.73, -0.53, 2.04)
H (6.36, -2.61, 3.48)
H (6.87, -1.03, 2.95)
H (5.79, -2.04, 1.89)
H (1.57, 0.58, 2.68)
H (1.45, 1.44, 3.92)
C (-5.79, 3.72, -4.27)
C (-5.63, 2.73, -3.16)
C (-6.25, 1.34, -3.60)
O (-5.49, 0.91, -4.73)
C (-6.17, -0.26, -5.37)
N (-4.23, 2.67, -2.79)
H (-6.85, 3.99, -4.29)
H (-5.56, 3.33, -5.26)
H (-5.23, 4.64, -4.09)
H (-6.21, 3.18, -2.36)
H (-7.29, 1.50, -3.87)
H (-6.11, 0.55, -2.86)
H (-6.33, -1.08, -4.67)
H (-5.42, -0.63, -6.06)
H (-7.07, 0.03, -5.92)
H (-4.18, 2.28, -1.86)
H (-3.81, 1.91, -3.31)
C (-2.46, -0.78, -4.00)
C (-1.67, -2.01, -3.49)
C (-0.13, -1.79, -3.33)
O (0.67, -2.97, -3.49)
C (0.56, -3.61, -4.80)
N (-2.32, -2.55, -2.30)
H (-2.53, -0.60, -5.07)
H (-2.16, 0.13, -3.48)
H (-3.53, -0.85, -3.81)
H (-1.89, -2.79, -4.21)
H (0.01, -1.39, -2.32)
H (0.25, -1.08, -4.06)
H (0.80, -2.94, -5.63)
H (-0.35, -4.13, -5.09)
H (1.33, -4.39, -4.84)
H (-2.04, -1.91, -1.57)
H (-1.67, -3.29, -2.06)
C (-1.88, 8.51, -0.89)
C (-1.74, 7.23, -1.75)
C (-2.41, 6.00, -0.98)
O (-1.48, 5.49, 0.01)
C (-2.00, 4.47, 0.89)
N (-2.42, 7.53, -2.99)
H (-2.90, 8.89, -0.82)
H (-1.38, 9.33, -1.40)
H (-1.41, 8.28, 0.07)
H (-0.70, 7.02, -2.00)
H (-2.69, 5.22, -1.70)
H (-3.33, 6.32, -0.51)
H (-2.75, 3.91, 0.32)
H (-2.53, 4.91, 1.74)
H (-1.19, 3.88, 1.32)
H (-2.48, 6.69, -3.55)
H (-1.90, 8.24, -3.49)
C (2.71, 5.72, -3.18)
C (3.64, 4.54, -3.29)
C (3.33, 3.47, -2.24)
O (3.49, 4.03, -0.94)
C (3.02, 3.26, 0.16)
N (3.49, 3.98, -4.61)
H (2.75, 6.08, -2.16)
H (1.66, 5.48, -3.38)
H (3.03, 6.55, -3.82)
H (4.66, 4.86, -3.12)
H (4.03, 2.64, -2.34)
H (2.34, 3.03, -2.37)
H (1.94, 3.11, 0.09)
H (3.31, 3.66, 1.13)
H (3.41, 2.25, 0.21)
H (3.49, 4.82, -5.17)
H (4.33, 3.49, -4.89)
C (4.23, 8.27, 3.69)
C (2.96, 7.46, 3.84)
C (2.50, 6.70, 2.58)
O (2.14, 7.55, 1.50)
C (1.28, 6.99, 0.48)
N (3.25, 6.54, 4.92)
H (5.04, 7.58, 3.45)
H (4.47, 8.83, 4.59)
H (4.19, 9.09, 2.97)
H (2.10, 8.06, 4.14)
H (1.62, 6.12, 2.85)
H (3.24, 6.01, 2.16)
H (0.35, 6.81, 1.01)
H (1.70, 6.12, -0.02)
H (1.17, 7.77, -0.28)
H (2.52, 5.85, 5.07)
H (3.27, 7.04, 5.80)
C (-0.63, -0.09, -8.07)
C (-1.21, 1.14, -8.77)
C (-1.73, 2.26, -7.91)
O (-1.83, 3.47, -8.69)
C (-2.13, 4.66, -7.88)
N (-0.26, 1.57, -9.79)
H (-0.69, -0.01, -6.99)
H (0.40, -0.30, -8.36)
H (-1.25, -0.93, -8.36)
H (-1.97, 0.70, -9.41)
H (-0.98, 2.50, -7.16)
H (-2.71, 1.93, -7.54)
H (-3.01, 4.48, -7.26)
H (-2.31, 5.58, -8.43)
H (-1.33, 4.77, -7.15)
H (0.54, 1.91, -9.27)
H (-0.58, 2.49, -10.06)
C (3.28, -4.13, 2.57)
C (3.45, -4.94, 3.90)
C (2.19, -4.90, 4.80)
O (2.48, -5.43, 6.08)
C (1.33, -5.54, 6.89)
N (3.64, -6.34, 3.51)
H (2.46, -4.49, 1.95)
H (4.22, -4.16, 2.02)
H (3.23, -3.06, 2.76)
H (4.28, -4.55, 4.50)
H (1.45, -5.57, 4.36)
H (1.88, -3.85, 4.78)
H (0.91, -4.54, 7.04)
H (1.57, -5.92, 7.88)
H (0.56, -6.22, 6.50)
H (2.83, -6.63, 2.99)
H (3.58, -6.88, 4.37)
C (3.60, -7.77, -2.53)
C (2.77, -6.99, -1.45)
C (2.29, -7.92, -0.25)
O (1.63, -7.17, 0.80)
C (0.51, -6.34, 0.54)
N (3.82, -6.09, -0.93)
H (4.26, -8.49, -2.06)
H (4.22, -7.07, -3.09)
H (2.84, -8.18, -3.20)
H (1.95, -6.42, -1.90)
H (3.20, -8.44, 0.06)
H (1.59, -8.63, -0.68)
H (0.23, -5.85, 1.47)
H (-0.30, -6.96, 0.16)
H (0.74, -5.62, -0.24)
H (3.49, -5.71, -0.05)
H (3.75, -5.29, -1.54)
C (-3.36, -5.42, 0.23)
C (-4.11, -5.20, 1.57)
C (-3.08, -5.24, 2.73)
O (-2.46, -6.48, 2.97)
C (-1.34, -6.42, 3.85)
N (-4.75, -3.85, 1.54)
H (-3.96, -5.62, -0.65)
H (-2.58, -6.18, 0.36)
H (-2.79, -4.53, -0.05)
H (-4.86, -5.97, 1.73)
H (-3.54, -4.85, 3.63)
H (-2.37, -4.43, 2.57)
H (-0.99, -7.41, 4.15)
H (-1.63, -5.83, 4.73)
H (-0.52, -5.92, 3.34)
H (-5.21, -3.71, 2.43)
H (-4.06, -3.11, 1.48)
C (-1.04, -2.69, 5.98)
C (-1.99, -3.04, 7.15)
C (-2.70, -1.77, 7.64)
O (-1.85, -1.04, 8.58)
C (-2.39, 0.10, 9.18)
N (-2.99, -3.99, 6.73)
H (-1.72, -2.37, 5.19)
H (-0.44, -3.53, 5.64)
H (-0.32, -1.88, 6.12)
H (-1.53, -3.52, 8.00)
H (-3.58, -2.12, 8.17)
H (-3.10, -1.17, 6.83)
H (-1.87, 0.37, 10.10)
H (-3.45, -0.01, 9.37)
H (-2.15, 0.96, 8.54)
H (-3.31, -3.73, 5.80)
H (-3.82, -4.04, 7.30)
C (3.65, -0.90, -2.46)
C (4.06, -2.38, -2.59)
C (5.33, -2.74, -1.76)
O (6.53, -1.99, -2.06)
C (7.14, -2.13, -3.36)
N (3.00, -3.21, -2.08)
H (2.76, -0.64, -3.04)
H (4.50, -0.24, -2.57)
H (3.33, -0.58, -1.47)
H (4.27, -2.60, -3.63)
H (5.50, -3.81, -1.90)
H (5.05, -2.70, -0.71)
H (7.76, -1.28, -3.63)
H (6.41, -2.34, -4.15)
H (7.86, -2.95, -3.28)
H (2.64, -2.86, -1.21)
H (2.22, -3.06, -2.69)
C (2.01, 3.35, 6.26)
C (1.09, 3.92, 5.12)
C (-0.25, 3.11, 4.90)
O (-0.11, 1.82, 4.44)
C (-1.37, 1.14, 4.37)
N (0.75, 5.26, 5.60)
H (1.55, 3.45, 7.24)
H (2.99, 3.78, 6.45)
H (2.12, 2.30, 6.01)
H (1.71, 4.05, 4.23)
H (-0.80, 3.66, 4.13)
H (-0.73, 3.11, 5.88)
H (-2.03, 1.68, 3.69)
H (-1.81, 1.13, 5.36)
H (-1.13, 0.12, 4.08)
H (0.44, 5.82, 4.82)
H (-0.07, 5.29, 6.19)